Density functional theory data (ωB97M-V/def2-TZVPD) for C34H28IN10O2SSeTi as an isolated structure.

Each line ends with the Mulliken charge.
Cartesian coordinates (Å):
I1 -2.277 1.652 2.428  0.20
Se1 2.063 0.062 -3.697  -0.20
Ti1 -0.406 0.236 0.309  0.15
S1 -2.173 -1.115 -7.106  0.12
O1 -0.451 -1.467 1.609  -0.61
O2 -2.271 -0.921 0.545  -0.59
N1 0.885 -0.701 4.234  -0.55
N2 -2.604 0.115 -6.153  -0.71
N3 1.703 -0.200 0.239  1.25
N4 1.285 1.226 2.868  -0.46
N5 2.279 -0.812 2.414  -0.04
N6 3.994 1.708 -2.139  -0.68
N7 3.829 -1.055 0.739  0.18
N8 -1.405 -2.040 -6.029  -0.70
N9 -0.277 -1.238 -1.383  1.03
N10 -1.628 1.029 -1.489  0.71
C1 -0.158 3.420 1.180  1.26
C2 0.941 2.558 -0.756  0.50
C3 -1.599 -3.912 2.490  -0.24
C4 -2.092 -0.132 -4.960  0.74
C5 2.590 -0.638 1.077  0.05
C6 -3.716 -3.070 1.700  -0.21
C7 -0.079 -3.005 -3.524  -0.72
C8 1.424 0.000 3.165  -0.08
C9 -2.214 0.723 -3.796  0.52
C10 -1.402 -1.372 -4.889  1.03
C11 0.501 -3.297 -2.309  -1.12
C12 -0.573 5.602 2.961  -0.67
C13 4.930 -1.023 1.691  -1.23
C14 -1.317 4.412 3.112  -0.75
C15 -2.977 2.645 -2.617  -1.11
C16 -1.592 0.307 -2.619  -0.17
C17 0.547 4.646 1.033  1.09
C18 0.075 2.329 0.291  0.15
C19 3.249 1.086 -2.777  0.26
C20 -2.340 -2.926 1.845  0.24
C21 -2.234 -5.035 2.994  -0.92
C22 -0.860 -0.957 -2.555  -1.15
C23 -2.309 2.168 -1.495  -0.40
C24 4.205 -1.291 -0.650  -1.03
C25 -1.667 -1.716 1.306  0.83
C26 -2.919 1.924 -3.788  -0.55
C27 -4.350 -4.189 2.213  -0.80
C28 0.327 5.711 1.941  -0.88
C29 1.467 4.785 -0.036  -1.11
C30 1.652 3.767 -0.923  -1.35
C31 -1.099 3.383 2.244  0.12
C32 -3.610 -5.171 2.859  -0.39
C33 0.384 -2.386 -1.270  -0.46
C34 -0.781 -1.811 -3.654  0.57
H1 4.696 -0.420 -1.084  0.39
H2 1.059 -4.210 -2.158  0.49
H3 -0.733 6.421 3.649  0.39
H4 -1.660 -5.807 3.489  0.40
H5 3.329 -1.519 -1.256  0.16
H6 0.893 6.625 1.806  0.41
H7 0.434 -1.554 3.928  0.18
H8 2.356 3.855 -1.739  0.50
H9 2.013 5.717 -0.135  0.35
H10 -2.304 2.735 -0.575  0.31
H11 4.713 -0.340 2.509  0.43
H12 -2.053 4.328 3.899  0.45
H13 2.770 -1.525 2.924  0.40
H14 -3.511 3.582 -2.557  0.47
H15 4.877 -2.150 -0.680  0.43
H16 -4.106 -6.047 3.256  0.40
H17 0.009 -3.668 -4.374  0.53
H18 0.586 1.661 3.465  0.21
H19 5.153 -2.016 2.094  0.30
H20 5.818 -0.659 1.177  0.40
H21 -5.421 -4.300 2.108  0.41
H22 0.261 -0.143 4.799  0.33
H23 1.111 1.788 -1.507  -0.61
H24 0.840 -2.574 -0.307  0.49
H25 -4.268 -2.295 1.185  0.49
H26 -3.401 2.264 -4.695  0.55
H27 2.117 0.030 -0.662  -0.79
H28 -0.527 -3.792 2.572  0.45

Output
* gap between HOMO and LUMO (spin up / spin down): 6.28 / 6.27 eV
* highest occupied orbital energy (spin up / spin down): -6.91 / -6.91 eV
* spin multiplicity: 2
* lowest unoccupied orbital energy (spin up / spin down): -0.64 / -0.64 eV
* ⟨S²⟩: 0.754
* energy relative to the best compared isomer or geometry (same formula, charge and spin): 18.1 kcal/mol

Density functional theory data (ωB97M-V/def2-TZVPD) for C34H28N9O10Ti as an isolated structure in a non-equilibrium geometry.

Each line ends with the Mulliken charge.
Cartesian coordinates (Å):
Ti1 0.093 0.498 -0.093  0.18
O1 1.693 1.598 -0.128  -0.48
O2 -0.082 1.046 -2.027  -0.17
O3 0.128 -0.312 -5.021  -0.57
O4 2.726 3.524 -0.380  -0.71
O5 0.834 -0.263 1.717  -0.05
O6 -1.399 1.169 -5.497  -0.59
O7 -4.309 -4.439 2.351  -0.73
O8 -2.335 -5.599 2.188  -0.69
O9 3.371 5.467 -4.724  -0.62
O10 2.204 4.799 -6.405  -0.63
N1 1.062 -1.314 -1.238  1.86
N2 -2.582 5.435 5.251  -0.47
N3 2.565 4.727 -5.244  1.03
N4 2.612 -1.623 1.465  0.35
N5 -2.260 0.958 -0.185  0.99
N6 -0.378 0.802 -4.933  0.99
N7 -0.388 2.103 1.635  0.80
N8 0.846 -2.200 2.883  0.49
N9 -1.258 -1.326 -0.082  0.76
C1 -4.074 2.456 -0.540  -1.10
C2 1.413 -1.338 2.023  0.23
C3 3.479 -0.569 0.961  -1.23
C4 -3.163 -4.723 1.949  0.48
C5 -2.076 4.710 4.511  -0.18
C6 -0.564 -2.032 3.177  -0.89
C7 1.929 3.694 -4.426  -0.68
C8 2.119 -3.574 -2.455  -0.91
C9 2.012 2.659 -0.829  0.15
C10 -1.453 3.823 3.596  0.65
C11 -3.161 -0.038 0.047  0.09
C12 2.954 -2.967 1.032  -1.34
C13 -2.720 2.165 -0.526  -0.40
C14 1.611 -3.118 3.756  -1.04
C15 0.580 -2.529 -0.939  0.23
C16 1.562 2.739 -2.283  0.92
C17 0.056 3.389 1.747  -0.57
C18 -1.856 2.505 3.511  -1.23
C19 -0.468 4.249 2.684  -0.80
C20 1.993 -1.202 -2.237  -0.45
C21 -1.261 1.680 2.554  0.20
C22 -0.638 -2.522 -0.082  0.75
C23 0.582 1.877 -2.788  -0.04
C24 1.119 -3.746 -1.515  -0.68
C25 -1.200 -3.634 0.551  -0.76
C26 0.403 1.885 -4.194  -0.19
C27 -2.521 -3.566 1.121  -0.98
C28 2.232 3.643 -3.087  -0.54
C29 1.074 2.753 -5.020  -0.38
C30 -3.220 -2.372 0.952  -1.27
C31 -4.538 0.095 -0.101  -1.13
C32 -4.982 1.394 -0.375  -0.51
C33 -2.536 -1.324 0.342  1.22
C34 2.603 -2.308 -2.784  -1.07
H1 2.273 -0.196 -2.492  0.41
H2 0.883 2.803 -6.064  0.63
H3 2.945 4.332 -2.674  0.68
H4 -2.616 2.115 4.176  0.54
H5 2.066 -3.603 1.049  0.45
H6 3.376 -2.229 -3.548  0.49
H7 -5.249 -0.731 -0.021  0.49
H8 -1.527 0.635 2.443  0.17
H9 -4.414 3.442 -0.836  0.44
H10 -1.986 2.939 -0.801  0.43
H11 -0.984 -3.032 3.337  0.43
H12 1.501 -2.856 4.835  0.34
H13 -0.687 -1.443 4.065  0.40
H14 1.199 -4.139 3.636  0.34
H15 0.838 3.698 1.051  0.40
H16 -6.037 1.644 -0.492  0.43
H17 3.289 -2.894 -0.010  0.41
H18 3.182 0.369 1.372  0.39
H19 -4.254 -2.320 1.306  0.54
H20 -0.105 5.252 2.714  0.58
H21 4.479 -0.778 1.314  0.44
H22 -0.687 -4.562 0.581  0.64
H23 -1.004 -1.521 2.325  -0.23
H24 2.511 -4.430 -2.948  0.50
H25 3.749 -3.429 1.681  0.33
H26 0.790 -4.721 -1.231  0.50
H27 3.368 -0.472 -0.130  0.21
H28 2.669 -3.077 3.495  0.33

Output
* gap between HOMO and LUMO (spin up / spin down): 7.08 / 7.08 eV
* highest occupied orbital energy (spin up / spin down): -8.55 / -8.55 eV
* spin multiplicity: 2
* lowest unoccupied orbital energy (spin up / spin down): -1.47 / -1.46 eV
* ⟨S²⟩: 0.752
* energy relative to the best compared isomer or geometry (same formula, charge and spin): 1.7 kcal/mol

Density functional theory data (ωB97M-V/def2-TZVPD) for C34H29BCrO7 as an isolated structure in a non-equilibrium geometry.

Each line ends with the Mulliken charge.
Cartesian coordinates (Å):
Cr1 5.238 0.360 0.794  -0.12
O1 -4.447 -1.829 -0.978  -0.33
O2 -3.479 -0.881 1.533  -0.40
O3 8.094 1.338 0.325  -0.23
O4 -1.099 -0.924 1.019  -0.18
O5 5.087 2.931 2.440  -0.27
O6 4.312 2.276 -1.365  -0.29
O7 -2.487 0.807 0.084  -0.21
C1 -3.345 -0.055 2.699  -1.07
C2 -0.176 0.247 -1.261  2.78
C3 4.683 1.509 -0.568  0.37
C4 -5.095 -3.010 -0.539  0.72
C5 -0.247 4.070 -1.522  -1.08
C6 -2.041 0.811 2.541  0.89
C7 -3.006 -2.002 -0.863  0.69
C8 -1.711 1.661 3.785  -1.84
C9 -0.927 -0.264 2.288  -0.19
C10 -4.137 -3.989 -0.347  -0.69
C11 5.738 -1.582 1.581  -0.53
C12 3.594 -0.468 1.828  -0.77
C13 7.033 0.900 0.499  0.48
C14 -6.523 -3.303 -0.303  -1.23
C15 0.870 2.143 0.050  -0.32
C16 3.216 -0.873 0.521  1.20
C17 4.298 -1.216 -0.332  -0.13
C18 0.111 1.656 -1.018  1.11
C19 0.601 4.474 -0.472  -0.81
C20 0.895 -0.469 -0.701  -0.79
C21 -0.038 -0.031 -4.940  -0.64
C22 5.507 -1.705 0.191  -0.96
C23 -0.619 -0.105 -2.596  0.32
C24 4.803 -0.926 2.412  -0.60
C25 1.900 -0.689 0.005  -0.40
C26 -0.520 2.712 -1.758  -0.89
C27 1.041 3.483 0.390  -0.93
C28 -0.471 -1.355 -5.129  -0.82
C29 -2.876 -3.352 -0.476  -0.45
C30 -1.276 -1.310 -2.825  0.18
C31 -2.192 1.683 1.236  -0.25
C32 -1.221 -1.924 -4.068  -0.51
C33 -0.181 0.616 -3.721  -0.99
C34 5.120 1.917 1.871  0.38
B1 -2.411 -0.474 0.700  0.35
H1 -2.416 2.497 3.905  0.42
H2 -3.112 2.270 1.265  0.61
H3 -1.382 2.449 -2.372  0.74
H4 -0.266 -1.881 -6.060  0.47
H5 0.850 5.523 -0.333  0.51
H6 -0.981 -1.140 2.961  0.47
H7 0.059 0.195 2.356  -0.22
H8 4.119 -1.274 -1.412  0.68
H9 -1.814 1.029 4.691  0.45
H10 -0.736 4.886 -2.079  0.43
H11 -6.958 -2.880 0.583  0.33
H12 -7.224 -3.142 -1.116  0.36
H13 5.025 -0.734 3.480  0.52
H14 1.485 3.697 1.353  0.57
H15 2.891 0.122 2.425  0.69
H16 -1.931 -3.888 -0.380  0.58
H17 1.248 1.437 0.754  0.38
H18 6.247 -2.176 -0.489  0.52
H19 -3.402 -0.758 3.530  0.43
H20 -0.657 2.014 3.776  0.35
H21 -4.404 -5.028 -0.079  0.42
H22 -1.302 2.291 1.129  -0.03
H23 6.680 -1.929 2.016  0.53
H24 -1.693 -2.898 -4.252  0.46
H25 0.224 1.615 -3.629  0.39
H26 -6.624 -4.371 -0.203  0.40
H27 -4.236 0.575 2.885  0.41
H28 -1.775 -1.857 -1.995  0.08
H29 0.465 0.499 -5.720  0.47

Output
* net charge: +3
* gap between HOMO and LUMO (spin up / spin down): 6.34 / 4.61 eV
* highest occupied orbital energy (spin up / spin down): -17.15 / -16.89 eV
* spin multiplicity: 4
* lowest unoccupied orbital energy (spin up / spin down): -10.80 / -12.29 eV
* ⟨S²⟩: 3.796
* energy relative to the best compared isomer or geometry (same formula, charge and spin): 54.3 kcal/mol